Entry 1:
This record from OMol25 describes C14H15Br2N5O2 in the gas phase in a non-equilibrium geometry. The level of theory is the ωB97M-V functional and the def2-TZVPD basis.

The SMILES is CCCOC1=NC2=NC(OCCC)=NC3=C(Br)C=C(Br)C(=N1)N23. The calculation puts the LUMO energy at -0.4 eV. The energy above the lowest of the compared OMol25 structures with the same formula, charge and spin comes out at 0.0 kcal/mol.

Geometry (Å):
1 C -0.3673 4.7880 3.8194
2 C -1.2271 4.7420 2.5769
3 C -0.5089 4.1126 1.3888
4 O -0.5516 2.7022 1.5645
5 C -0.0499 1.9575 0.5393
6 N -0.1811 0.6140 0.7319
7 C 0.3116 -0.1447 -0.2205
8 N 0.1168 -1.4584 -0.0817
9 C 0.5542 -2.2438 -1.0044
10 O 0.3690 -3.5577 -0.9866
11 C -0.6066 -4.1302 -0.1158
12 C -0.5080 -5.6468 -0.1188
13 C -1.5795 -6.2574 0.7988
14 N 1.2290 -1.8176 -2.1391
15 C 1.3302 -0.5535 -2.3189
16 C 1.9005 -0.0562 -3.5624
17 Br 2.5592 -1.3052 -4.8919
18 C 1.9328 1.3198 -3.7901
19 C 1.3648 2.2072 -2.7801
20 Br 1.4027 4.1194 -3.1555
21 C 0.9157 1.6880 -1.5602
22 N 0.5639 2.4990 -0.5045
23 N 0.9222 0.3288 -1.3512
24 H -0.9919 5.2111 4.6281
25 H -0.0905 3.7290 4.0741
26 H 0.5149 5.4080 3.6729
27 H -1.5232 5.7456 2.2885
28 H -2.0795 4.1260 2.8031
29 H 0.5668 4.4812 1.3628
30 H -1.0086 4.3780 0.4601
31 H -0.4550 -3.7319 0.8966
32 H -1.6148 -3.8281 -0.4773
33 H -0.5208 -6.0452 -1.1325
34 H 0.4636 -5.8801 0.3360
35 H -2.5542 -6.1751 0.2970
36 H -1.5567 -5.7092 1.7313
37 H -1.3717 -7.3271 0.9574
38 H 2.3291 1.7110 -4.7361


Entry 2:
This record from OMol25 describes C14H15BrN2O2S in the gas phase. The level of theory is the ωB97M-V functional and the def2-TZVPD basis.

The SMILES is O=C1C[C@@H](N2CCSCC2)C(=O)N1c1ccc(Br)cc1. The calculation puts the LUMO energy at 0.6 eV. The energy above the lowest of the compared OMol25 structures with the same formula, charge and spin comes out at 6.2 kcal/mol.

Geometry (Å):
1 O -0.5723 -2.3676 1.1571
2 C -0.1404 -1.6542 0.2950
3 C -0.5474 -1.6022 -1.1537
4 C 0.1988 -0.3944 -1.7487
5 N -0.5909 0.7543 -2.1317
6 C -1.4614 0.5615 -3.2848
7 C -2.9337 0.8621 -3.0114
8 S -3.4784 0.1138 -1.4446
9 C -2.3417 1.0182 -0.3279
10 C -1.1402 1.5897 -1.0934
11 C 1.1879 0.0064 -0.6548
12 O 2.0640 0.8221 -0.7385
13 N 0.8842 -0.7240 0.4803
14 C 1.5573 -0.5520 1.7157
15 C 2.9424 -0.4382 1.7391
16 C 3.5976 -0.2645 2.9434
17 C 2.8621 -0.2183 4.1157
18 Br 3.7640 0.0126 5.7742
19 C 1.4828 -0.3366 4.1036
20 C 0.8274 -0.4977 2.8974
21 H -1.6337 -1.5171 -1.2396
22 H -0.2577 -2.5421 -1.6261
23 H 0.7789 -0.6791 -2.6346
24 H -1.3725 -0.4704 -3.6319
25 H -1.1191 1.2229 -4.0945
26 H -3.1330 1.9317 -2.9574
27 H -3.5621 0.4258 -3.7852
28 H -2.9027 1.8200 0.1530
29 H -2.0369 0.2996 0.4326
30 H -0.3502 1.8242 -0.3755
31 H -1.4278 2.5321 -1.5684
32 H 3.5048 -0.4754 0.8205
33 H 4.6720 -0.1712 2.9701
34 H 0.9242 -0.2990 5.0258
35 H -0.2461 -0.5929 2.8791


Entry 3:
This record from OMol25 describes C14H15CaN3O4S as an isolated structure. The level of theory is the ωB97M-V functional and the def2-TZVPD basis.

The calculation puts the LUMO energy at -0.3 eV. The energy above the lowest of the compared OMol25 structures with the same formula, charge and spin comes out at 0.0 kcal/mol.

Geometry (Å):
1 Ca -0.8144 0.6998 0.7352
2 C 2.3370 2.9953 -3.8420
3 C 2.3580 1.9370 -2.7749
4 C 3.2813 1.9891 -1.7365
5 C 3.2827 1.0361 -0.7266
6 C 2.3578 0.0078 -0.7620
7 C 1.4381 -0.0778 -1.8032
8 C 1.4366 0.8890 -2.7940
9 S 2.3282 -1.1935 0.5490
10 O 2.5634 -2.5062 0.0056
11 O 3.2416 -0.7392 1.5720
12 N 0.7932 -0.9829 0.9795
13 C 0.2773 -1.5726 2.1035
14 C 0.8696 -2.5761 2.8870
15 C 0.1838 -3.0257 3.9924
16 C -1.0662 -2.4946 4.3163
17 C -1.5783 -1.5153 3.4969
18 N -0.9321 -1.0608 2.4178
19 H 3.3408 3.3609 -4.0567
20 H 1.7347 3.8508 -3.5292
21 H 1.9071 2.6116 -4.7664
22 H 4.0113 2.7895 -1.7111
23 H 3.9913 1.0840 0.0895
24 H 0.7361 -0.9023 -1.8391
25 H 0.7109 0.8252 -3.5953
26 H 1.8347 -2.9801 2.6201
27 H 0.6225 -3.7988 4.6105
28 H -1.6229 -2.8334 5.1774
29 H -2.5448 -1.0658 3.6925
30 N -4.6996 -0.4833 -0.3758
31 C -4.4118 0.8199 -0.9802
32 C -3.0465 1.2284 -0.4654
33 O -2.9618 1.6343 0.7329
34 O -2.0202 1.0365 -1.1778
35 H -5.4696 -0.9350 -0.8509
36 H -4.9666 -0.3632 0.5937
37 H -5.1376 1.5982 -0.7228
38 H -4.3655 0.7132 -2.0617


Entry 4:
This record from OMol25 describes a 5-piece molecular cluster, C14H15Cl16N2O2 overall. The level of theory is the ωB97M-V functional and the def2-TZVPD basis.

The calculation puts the LUMO energy at -4.4 eV. Its charge is +1.

Geometry (Å):
1 N 5.4333 -1.1368 0.7180
2 C 4.8865 0.0856 0.0943
3 C 3.6607 -0.2623 -0.7704
4 C 2.4673 0.6786 -0.5843
5 C 1.9721 0.7808 0.8730
6 C 0.5977 0.2304 1.1955
7 C -0.2083 0.9854 2.0246
8 N -1.4243 0.5629 2.3995
9 C -1.9436 -0.6036 1.9986
10 C -1.2000 -1.4159 1.1813
11 C 0.0645 -1.0001 0.7778
12 C 0.8504 -1.9635 -0.0809
13 O 1.5499 -2.8036 0.3957
14 O 0.6750 -1.8461 -1.4095
15 H 5.2040 -1.1865 1.7020
16 H 6.4435 -1.1424 0.6766
17 H 4.6362 0.8088 0.8756
18 H 5.6808 0.5116 -0.5149
19 H 3.3976 -1.2955 -0.5452
20 H 3.9703 -0.2608 -1.8164
21 H 2.7965 1.6712 -0.8966
22 H 1.6649 0.4045 -1.2635
23 H 1.9172 1.8423 1.1184
24 H 2.6716 0.3393 1.5851
25 H 0.1370 1.9306 2.4169
26 H -1.9618 1.1501 3.0252
27 H -2.9265 -0.8935 2.3553
28 H -1.6196 -2.3686 0.8864
29 H -0.0522 -1.2397 -1.6143
30 C -1.2598 2.2211 -2.9851
31 Cl -1.0415 1.3261 -1.4495
32 Cl 0.2199 2.0869 -3.9286
33 Cl -2.6047 1.5155 -3.8718
34 Cl -1.5885 3.9054 -2.6132
35 C -6.1730 -2.4645 0.8274
36 Cl -6.0431 -3.9235 -0.1316
37 Cl -7.1179 -2.7610 2.2759
38 Cl -4.5330 -1.8913 1.3306
39 Cl -6.9082 -1.1876 -0.1358
40 C 0.0230 7.9707 -2.8242
41 Cl -1.1075 7.0661 -1.7991
42 Cl -0.8486 9.2425 -3.6722
43 Cl 1.2821 8.6793 -1.8145
44 Cl 0.7513 6.8648 -3.9939
45 C -2.4739 -6.2543 1.5981
46 Cl -0.9983 -6.3037 2.5604
47 Cl -3.2049 -4.6355 1.7274
48 Cl -2.0934 -6.5710 -0.0944
49 Cl -3.6208 -7.4490 2.1899


Entry 5:
This record from OMol25 describes C14H15Cl2FeNO7S as an isolated structure in a non-equilibrium geometry. The level of theory is the ωB97M-V functional and the def2-TZVPD basis.

The calculation puts the LUMO energy (spin up / spin down) at 0.4 / 0.4 eV. The spin multiplicity is 5.

Geometry (Å):
1 Fe 0.4129 -0.2354 -0.9544
2 O -1.8529 0.4887 -1.0718
3 Cl -1.9691 -0.1840 0.1889
4 O -3.2974 -0.1693 0.6330
5 O -1.1114 0.4660 1.1306
6 O -1.4907 -1.5201 0.0068
7 O 0.8109 1.9019 -0.4477
8 S 0.4321 2.6597 0.7819
9 C 1.1293 4.3221 0.4398
10 C 1.5922 5.1236 1.4709
11 C 2.1818 6.3442 1.1772
12 C 2.3009 6.7630 -0.1382
13 C 1.8176 5.9649 -1.1627
14 C 1.2349 4.7438 -0.8733
15 C -1.2770 3.2105 0.5407
16 C -1.8629 3.2440 -0.7098
17 C -3.2001 3.5897 -0.8190
18 C -3.9337 3.9051 0.3129
19 C -3.3329 3.8769 1.5623
20 C -2.0018 3.5203 1.6775
21 H 1.5060 4.7945 2.4953
22 H 2.5704 6.9642 1.9727
23 H 2.7910 7.6996 -0.3647
24 H 1.9129 6.2834 -2.1892
25 H 0.8820 4.0930 -1.6568
26 H -1.2945 2.9644 -1.5824
27 H -3.6700 3.6217 -1.7896
28 H -4.9778 4.1657 0.2257
29 H -3.9030 4.1181 2.4466
30 H -1.5195 3.4514 2.6395
31 N 2.5224 -4.7693 -0.3352
32 C 2.2061 -3.9210 0.8098
33 C 1.5548 -2.6632 0.2535
34 O 1.6818 -1.5434 0.6912
35 O 0.8286 -2.8805 -0.8275
36 H 2.8047 -5.6987 -0.0491
37 H 3.2779 -4.3623 -0.8796
38 H 0.9053 -3.8164 -1.1069
39 H 3.0577 -3.6630 1.4508
40 H 1.4502 -4.4338 1.4180
41 Cl 1.5061 -0.5148 -2.7460


Entry 6:
This record from OMol25 describes C14H15ClN2 in the gas phase in a non-equilibrium geometry. The level of theory is the ωB97M-V functional and the def2-TZVPD basis.

The SMILES is Clc1cccc2c1C=C(C[C@H]1CN=CN1)CC2. The calculation puts the LUMO energy at 0.3 eV. The energy above the lowest of the compared OMol25 structures with the same formula, charge and spin comes out at 0.0 kcal/mol.

Geometry (Å):
1 Cl -2.2600 1.3454 -3.3792
2 C -1.3315 2.2372 -2.1579
3 C -1.4618 3.5908 -1.9727
4 C -0.7738 4.3339 -0.9636
5 C 0.0763 3.6025 -0.0908
6 C 0.2879 2.2388 -0.3492
7 C -0.4372 1.4743 -1.3130
8 C -0.3482 0.0148 -1.2797
9 C 0.6529 -0.6047 -0.5975
10 C 0.5623 -2.1132 -0.3699
11 C -0.6661 -2.5503 0.5382
12 C -0.3459 -3.9838 1.0017
13 N -0.0850 -3.8540 2.4169
14 C -0.1798 -2.6915 2.8637
15 N -0.5483 -1.8487 1.8849
16 C 1.7506 0.1821 -0.1075
17 C 1.2366 1.5682 0.4996
18 H -2.0175 4.2261 -2.6712
19 H -0.8626 5.4260 -0.9574
20 H 0.5730 4.0624 0.8253
21 H -1.1480 -0.5874 -1.5717
22 H 0.4657 -2.5866 -1.3549
23 H 1.5754 -2.4431 -0.2002
24 H -1.6787 -2.4133 0.1393
25 H -1.1269 -4.7538 0.8586
26 H 0.5604 -4.2302 0.4384
27 H 0.0095 -2.3944 3.8989
28 H -0.0284 -0.9761 1.8607
29 H 2.1344 -0.4290 0.7914
30 H 2.4788 0.3772 -0.9074
31 H 2.0776 2.3111 0.7236
32 H 0.8584 1.4694 1.5025


Entry 7:
This record from OMol25 describes C14H15InNS as an isolated structure in a non-equilibrium geometry. The level of theory is the ωB97M-V functional and the def2-TZVPD basis.

The calculation puts the LUMO energy at 2.9 eV. Its charge is -1. The energy above the lowest of the compared OMol25 structures with the same formula, charge and spin comes out at 75.2 kcal/mol.

Geometry (Å):
1 C 1.1838 -0.3572 -3.2664
2 C 2.1811 -1.0514 -2.5497
3 C 2.6397 -0.2171 -1.4784
4 C 1.9040 1.0149 -1.5499
5 C 1.0146 0.9245 -2.6804
6 In 0.6289 -0.5173 -0.1147
7 C 0.4917 -2.8595 0.1742
8 C -0.5336 -2.4518 -0.7594
9 C -0.9798 -3.3093 -1.7612
10 N -1.4889 -1.4499 -0.8392
11 H 3.5722 -0.3609 -0.9174
12 H 2.5774 -2.0456 -2.8072
13 H 2.1806 1.9531 -1.0497
14 H 0.3556 1.7355 -3.0589
15 H 0.6020 -0.7362 -4.1335
16 H 1.4793 -3.3076 -0.0643
17 H -1.7383 -0.3380 -1.4238
18 H 0.2597 -3.2537 1.1605
19 H -0.6964 -4.4103 -1.8817
20 H -1.7279 -2.9894 -2.5704
21 S 1.3546 0.3603 2.0145
22 C -0.0367 1.2891 2.3246
23 C -0.4436 2.3986 1.5181
24 C -1.5849 3.1437 1.8516
25 C -2.3388 2.7799 2.9766
26 C -1.9758 1.6760 3.7443
27 C -0.8435 0.9288 3.4276
28 H 0.1876 2.6624 0.6501
29 H -1.8577 4.0232 1.2466
30 H -3.2238 3.3535 3.2336
31 H -2.5774 1.3767 4.5984
32 H -0.5657 0.0347 3.9854


Entry 8:
This record from OMol25 describes C14H15LiO2 as an isolated structure in a non-equilibrium geometry. The level of theory is the ωB97M-V functional and the def2-TZVPD basis.

The calculation puts the LUMO energy at -1.4 eV. The energy above the lowest of the compared OMol25 structures with the same formula, charge and spin comes out at 0.0 kcal/mol.

Geometry (Å):
1 C -3.2865 0.2379 1.6292
2 C -1.9679 0.9669 1.6233
3 O -0.9008 0.0058 1.7258
4 C 0.3210 0.6123 1.7534
5 C 1.4302 -0.3814 1.8073
6 C 2.6829 0.0845 1.8389
7 O 0.4686 1.8241 1.7251
8 H -4.0836 0.9804 1.5892
9 H -3.3898 -0.4161 0.7592
10 H -3.4157 -0.3578 2.5368
11 H -1.8512 1.5332 0.6889
12 H -1.9099 1.6580 2.4747
13 H 1.0930 -1.4203 1.8154
14 H 3.5678 -0.5005 1.6287
15 H 2.7854 1.1657 1.9682
16 C 5.5032 -2.0165 4.8637
17 Li 8.1967 -3.3993 0.8799
18 C 4.2385 -2.1947 4.2583
19 C 4.4062 -2.2002 2.8412
20 C 5.8033 -2.0478 2.5453
21 C 6.4955 -1.9428 3.8191
22 C 7.8752 -1.7392 3.8257
23 C 8.5437 -1.5102 2.6247
24 C 7.8202 -1.3150 1.4301
25 C 6.5054 -1.8095 1.3482
26 H 5.7410 -1.9495 5.9250
27 H 3.2849 -2.2898 4.7788
28 H 3.6431 -2.3946 2.0922
29 H 8.3986 -1.7218 4.7834
30 H 9.6185 -1.3231 2.6319
31 H 8.3009 -0.8447 0.5701
32 H 5.9371 -1.7888 0.4151


no.,DFT total energy (eV)
1,-166391.721
2,-102715.023
3,-56699.034
4,-222187.555
5,-100845.018
6,-30262.005
7,-32255.486
8,-19059.110